ORCA calculation (ωB97M-V/def2-TZVPD) on a single C5H8N2O molecule.

ORCA input file:
```
! RIJCOSX wB97M-V def2-TZVPD def2/J DEFGRID3
* xyz 0 1
C 1.46543 -1.16000 -0.35654
C 0.20386 -0.40763 -0.32501
C -1.89839 -0.49329 -0.64343
C -0.44102 0.09950 1.02632
C 0.28393 1.03593 0.14616
H 1.85213 -1.11108 -1.38915
H 2.12031 -0.54972 0.26711
H 1.49735 -2.16058 0.03264
H -2.87550 -0.60188 -1.02161
H -2.41044 0.88100 0.88162
H 0.00381 -0.17083 1.95774
H -0.51915 1.81079 -0.24270
H 1.90141 2.03977 -0.33526
N -0.82796 -0.80049 -1.24457
N -1.86787 0.05264 0.63163
O 1.51208 1.53587 0.61505
*
```

Calculated values
SMILES = C[C@@]12N=CN[C@@H]1[C@H]2O
HOMO = -0.3117 hartree
Relative energy (zero: lowest compared OMol25 entry of this formula, charge and spin) = 284.73 kJ/mol